(1)
The following is a DFT calculation (wB97M-V/def2-TZVPD) of a molecular structure, C17H29AlN2O5P2 in a non-equilibrium geometry.

Structure (XYZ):
```
56
C17H29AlN2O5P2 | the OMol25 dataset | wB97M-V/def2-TZVPD
C -1.037 3.008 -2.481
C -1.074 1.980 -1.510
N 0.091 1.671 -0.825
C 1.264 2.241 -1.170
C 1.316 3.226 -2.149
C 0.153 3.623 -2.809
C -2.242 1.221 -1.255
P -2.308 0.101 0.108
Al 0.057 0.281 0.627
P 2.414 0.132 0.274
C 2.533 1.820 -0.444
C -0.320 -1.505 1.530
C -0.962 -1.441 2.773
C -0.835 -2.469 3.709
C -0.125 -3.620 3.362
C 0.342 -3.771 2.049
C 0.219 -2.719 1.114
O -1.638 -0.463 -3.760
O 0.919 -0.822 -3.202
H -1.976 3.263 -2.968
H 2.285 3.650 -2.390
H 0.199 4.381 -3.592
C -3.320 0.917 1.386
C -3.213 -1.328 -0.570
H 3.385 1.818 -1.143
H 2.751 2.505 0.398
H -2.018 0.232 -3.180
H -3.162 1.493 -1.784
C 3.565 0.254 1.668
C 3.229 -0.881 -0.996
H -1.604 -0.591 3.014
H -1.288 -2.356 4.693
H 0.020 -4.411 4.093
H 0.806 -4.712 1.734
H 0.525 -2.872 0.070
H -0.180 -1.226 -1.116
H 1.161 -1.655 -3.639
H -0.025 -0.645 -3.488
H -1.917 -0.224 -4.667
H 0.309 -0.643 -0.969
H -4.287 1.153 0.924
H -3.458 0.264 2.258
H -2.806 1.838 1.700
H -4.266 -1.029 -0.684
H -2.789 -1.589 -1.553
H -3.139 -2.190 0.106
H 4.254 -0.501 -1.130
H 3.261 -1.923 -0.647
H 2.648 -0.818 -1.932
H 4.599 0.334 1.300
H 3.296 1.125 2.282
H 3.444 -0.651 2.278
O 1.245 0.376 3.243
N 0.257 1.111 3.229
O -0.426 1.463 4.171
O -0.131 1.572 1.961
```

Computed properties:
Total charge: 0
Gap between HOMO and LUMO in eV: 7.242
Energy in Eh: -2075.955235



(2)
The following is a DFT calculation (wB97M-V/def2-TZVPD) of 4 unconnected molecules or ions with the total composition C17H29BNO11 in a non-equilibrium geometry.

Structure (XYZ):
```
59
C17H29BNO11 | the OMol25 dataset | wB97M-V/def2-TZVPD
C -3.070 -0.615 0.863
O -2.994 0.578 0.037
B -2.541 0.402 -1.201
O -2.614 -0.778 -1.885
C -1.886 1.691 -1.925
C -0.354 1.436 -2.014
C 0.295 2.406 -0.997
C -0.845 3.128 -0.419
N -1.939 2.787 -0.960
H -4.015 -1.115 0.709
H -2.232 -1.268 0.696
H -3.031 -0.290 1.889
H -1.778 -1.264 -1.959
H -2.374 1.952 -2.845
H -0.011 1.558 -3.028
H -0.129 0.419 -1.732
H 0.879 3.137 -1.547
H 0.887 1.855 -0.283
H -0.837 3.876 0.351
H -2.795 3.232 -0.641
C -6.085 1.426 -1.446
C -6.819 0.119 -1.626
C -7.739 0.056 -2.827
O -8.752 -0.852 -2.387
C -8.804 -0.800 -1.030
O -9.649 -1.288 -0.362
O -7.737 -0.100 -0.548
H -5.366 1.347 -0.630
H -5.550 1.699 -2.359
H -6.780 2.226 -1.190
H -6.111 -0.716 -1.638
H -7.254 -0.324 -3.723
H -8.203 1.020 -3.050
C 3.550 0.429 2.137
C 2.166 0.266 2.709
C 2.097 -0.590 3.953
O 0.781 -1.163 3.859
C 0.436 -1.200 2.561
O -0.506 -1.788 2.128
O 1.305 -0.475 1.811
H 3.551 1.147 1.315
H 4.243 0.786 2.900
H 3.912 -0.520 1.745
H 1.697 1.240 2.883
H 2.196 -0.022 4.873
H 2.831 -1.398 3.944
C 8.240 -0.673 -0.800
C 7.815 -1.427 0.436
C 7.906 -2.933 0.332
O 6.857 -3.365 1.211
C 5.939 -2.382 1.278
O 4.863 -2.494 1.777
O 6.405 -1.250 0.700
H 8.257 0.400 -0.612
H 9.237 -0.982 -1.112
H 7.540 -0.853 -1.616
H 8.361 -1.065 1.310
H 8.862 -3.331 0.660
H 7.690 -3.298 -0.675
```

Computed properties:
Total charge: +1
Gap between HOMO and LUMO in eV: 8.782
Energy in Eh: -1572.319766



(3)
The following is a DFT calculation (wB97M-V/def2-TZVPD) of a molecular structure, C17H29BNO4P2W in a non-equilibrium geometry.

Structure (XYZ):
```
55
C17H29BNO4P2W | the OMol25 dataset | wB97M-V/def2-TZVPD
C 3.149 2.156 -2.440
C 2.181 1.953 -1.470
N 2.439 1.081 -0.476
C 3.443 0.184 -0.545
C 4.435 0.360 -1.494
C 4.289 1.360 -2.449
C 0.835 2.621 -1.371
P -0.405 1.676 -0.375
W 1.081 0.870 1.112
P 1.577 -1.329 0.918
C 3.326 -0.901 0.497
O -0.794 0.438 -6.623
O -0.361 -1.597 -3.074
H 2.978 2.932 -3.184
H 5.293 -0.312 -1.478
H 5.054 1.507 -3.209
C -1.574 2.886 0.264
C -1.374 0.733 -1.559
H 3.748 -1.845 0.118
H 3.882 -0.652 1.418
H 0.398 2.721 -2.331
H 0.935 3.636 -0.947
C 1.619 -2.307 2.423
C 1.078 -2.481 -0.370
H -1.931 -2.178 0.559
H -1.174 -2.117 -3.210
H -0.906 0.550 -7.556
H -0.872 1.342 -6.268
H -0.420 -0.260 1.227
H -0.010 -1.429 -3.998
H -2.119 3.345 -0.574
H -2.276 2.350 0.916
H -1.050 3.662 0.836
H -1.929 1.443 -2.190
H -0.769 0.067 -2.197
H -2.076 0.114 -0.984
H 1.810 -3.302 -0.376
H 0.082 -2.866 -0.120
H 1.019 -2.023 -1.366
H 1.955 -3.322 2.170
H 2.309 -1.857 3.146
H 0.601 -2.335 2.837
O -1.524 -1.797 2.726
B -1.607 -1.209 1.323
O -2.802 -0.270 1.340
C -3.437 -0.546 2.497
C -4.752 -0.220 2.828
C -5.320 -0.832 3.942
C -4.593 -1.733 4.729
C -3.264 -2.031 4.441
C -2.688 -1.448 3.311
H -5.302 0.475 2.197
H -6.352 -0.593 4.202
H -5.066 -2.209 5.588
H -2.674 -2.718 5.043
```

Computed properties:
Energy above the lowest of the compared OMol25 structures with the same formula, charge and spin in eV: 1.226
Total charge: +1
Spin multiplicity: 3
Gap between HOMO and LUMO (spin up / spin down) in eV: 5.413 / 5.454
Energy in Eh: -1795.219415
Expectation value of S²: 2.017



(4)
The following is a DFT calculation (wB97M-V/def2-TZVPD) of a molecular structure, C17H29BaCl2N6O5 in a non-equilibrium geometry.

Structure (XYZ):
```
60
C17H29BaCl2N6O5 | the OMol25 dataset | wB97M-V/def2-TZVPD
Ba -0.761 0.775 -0.791
N -1.113 -1.470 1.004
C -1.588 -1.081 2.344
C -2.564 0.069 2.188
N -1.964 1.322 1.654
C -1.019 1.925 2.617
C 0.298 2.456 2.043
N 1.120 1.381 1.454
C -3.080 2.250 1.377
C -2.733 3.509 0.577
N -2.441 3.168 -0.829
H -1.741 -2.119 0.563
H -0.230 -1.972 1.070
H -0.744 -0.779 2.961
H -2.112 -1.867 2.874
H -3.071 0.247 3.146
H -3.326 -0.278 1.481
H -0.739 1.186 3.374
H -1.524 2.754 3.140
H 0.800 3.003 2.850
H 0.099 3.192 1.267
H 1.353 0.649 2.117
H 2.053 1.743 1.220
H -3.560 2.588 2.322
H -3.854 1.678 0.833
H -1.863 4.021 1.017
H -3.569 4.175 0.661
H -1.941 3.950 -1.266
H -3.292 3.067 -1.359
O -3.114 -1.315 -4.150
C -2.837 -1.653 -2.901
O -3.349 -1.094 -1.943
C -1.932 -2.864 -2.884
O -0.988 -2.758 -1.853
C 0.372 -2.956 -2.265
C 0.991 -1.583 -2.604
O 0.258 -0.937 -3.383
O 2.032 -1.276 -1.997
H -3.810 -0.641 -4.108
H -1.467 -2.887 -3.869
H -2.567 -3.743 -2.755
H 0.437 -3.600 -3.143
H 0.920 -3.369 -1.430
Cl -0.462 2.739 -3.942
C 1.212 2.579 -3.297
Cl 1.356 3.205 -1.593
H 1.887 3.165 -3.889
H 1.453 1.508 -3.304
N 5.635 -1.543 -2.139
C 5.211 -1.600 -1.070
C 4.668 -1.676 0.259
C 5.223 -2.525 1.196
C 4.644 -2.581 2.447
C 3.543 -1.792 2.691
N 2.981 -0.953 1.801
C 3.554 -0.916 0.588
H 6.079 -3.121 0.921
H 5.007 -3.263 3.195
H 3.044 -1.830 3.683
H 3.123 -0.259 -0.167
```

Computed properties:
Energy above the lowest of the compared OMol25 structures with the same formula, charge and spin in eV: 0.238
Total charge: +1
Gap between HOMO and LUMO (spin up / spin down) in eV: 8.559 / 8.658
Energy in Eh: -2315.709198



(5)
The following is a DFT calculation (wB97M-V/def2-TZVPD) of a molecular structure, C17H29BrIrNO2P2 in a non-equilibrium geometry.

Structure (XYZ):
```
53
C17H29BrIrNO2P2 | the OMol25 dataset | wB97M-V/def2-TZVPD
C 2.164 -2.593 -2.858
C 1.428 -1.581 -2.215
N 1.189 -1.630 -0.878
C 1.645 -2.674 -0.134
C 2.351 -3.716 -0.749
C 2.604 -3.690 -2.112
C 0.773 -0.519 -3.028
P 0.232 0.885 -1.925
Ir 0.162 0.090 0.111
P 0.110 -1.475 1.897
C 1.385 -2.665 1.349
C -0.911 1.613 0.978
C -0.167 2.722 1.342
C -0.856 3.759 1.992
C -2.221 3.665 2.268
C -2.905 2.520 1.874
C -2.284 1.491 1.167
O -1.600 -1.489 -3.592
O -1.704 -2.378 -1.331
H 2.283 -2.453 -3.967
H 2.606 -4.607 -0.124
H 3.167 -4.498 -2.639
C 1.458 2.211 -2.076
C -1.235 1.622 -2.693
H 1.020 -3.649 1.660
H 2.311 -2.428 1.884
H -0.274 -0.560 -3.227
H 1.175 -0.308 -4.033
C 0.513 -0.667 3.461
C -1.440 -2.361 2.070
H 0.927 2.755 1.182
H -0.273 4.641 2.302
H -2.736 4.511 2.782
H -3.936 2.436 2.079
H -2.846 0.637 0.877
H -1.242 -1.727 -0.693
H -2.696 -2.373 -1.147
H -1.589 -1.942 -2.668
H -1.044 -2.163 -4.310
H -1.397 -0.384 0.260
H 1.666 2.588 -3.096
H 1.037 3.027 -1.466
H 2.387 1.879 -1.588
H -1.050 2.214 -3.610
H -2.013 0.874 -2.935
H -1.631 2.318 -1.949
H -1.247 -3.175 2.786
H -2.201 -1.671 2.479
H -1.752 -2.781 1.099
H 0.525 -1.476 4.198
H 1.485 -0.169 3.369
H -0.280 0.060 3.684
Br 2.464 0.660 0.866
```

Computed properties:
Energy above the lowest of the compared OMol25 structures with the same formula, charge and spin in eV: 1.339
Total charge: 0
Spin multiplicity: 5
Gap between HOMO and LUMO (spin up / spin down) in eV: 4.113 / 5.202
Energy in Eh: -4231.202102
Expectation value of S²: 6.035



(6)
The following is a DFT calculation (wB97M-V/def2-TZVPD) of a molecular structure, C17H29ClCoSi2 in a non-equilibrium geometry.

Structure (XYZ):
```
50
C17H29ClCoSi2 | the OMol25 dataset | wB97M-V/def2-TZVPD
C -2.185 -0.965 -0.031
C -1.595 -1.113 -1.339
C -1.373 0.152 -1.894
H -1.392 -2.090 -1.814
C -1.753 1.151 -0.959
C -2.354 0.505 0.197
H -2.910 0.954 1.008
H -2.627 -1.733 0.586
H -1.004 0.358 -2.913
H -1.818 2.229 -1.147
Co -0.626 -0.007 0.648
Cl 0.230 -1.857 1.350
C 2.388 0.118 0.263
C 2.001 1.358 -0.333
C 1.487 1.075 -1.639
H 2.123 2.346 0.112
C 1.580 -0.338 -1.850
C 2.126 -0.933 -0.679
H 2.354 -1.991 -0.543
H 2.806 -0.008 1.270
H 1.141 1.822 -2.361
H 1.324 -0.880 -2.768
C -2.968 0.730 3.567
Si -1.119 0.440 3.591
C -0.317 1.351 5.049
C -0.976 -1.347 4.141
C -0.143 1.163 2.130
Si -0.193 3.044 1.904
C 1.379 3.568 2.794
C -0.202 3.937 0.255
C -1.704 3.790 2.729
H -3.312 0.468 4.591
H -3.485 0.062 2.873
H -3.284 1.764 3.371
H -0.835 0.983 5.957
H 0.748 1.092 5.128
H -0.408 2.451 5.029
H -1.516 -2.055 3.500
H 0.063 -1.690 4.252
H -1.449 -1.397 5.149
H 0.875 0.836 2.257
H 2.287 3.235 2.274
H 1.389 4.674 2.829
H 1.427 3.192 3.828
H -1.188 3.921 -0.229
H 0.008 4.995 0.489
H 0.542 3.615 -0.478
H -2.625 3.564 2.177
H -1.852 3.512 3.785
H -1.552 4.888 2.696
```

Computed properties:
Total charge: -2
Spin multiplicity: 4
Gap between HOMO and LUMO (spin up / spin down) in eV: 4.859 / 4.863
Energy in Eh: -3087.048489
Expectation value of S²: 3.772